Density functional theory data (the ωB97M-V functional and the def2-TZVPD basis) for a cluster of 2 separate species, CH6N2 in total.

Each line ends with the Löwdin charge.
CARTESIAN COORDINATES (ANGSTROEM)
N: 2.72 0.48 0.01  -0.0516
N: 2.44 -0.65 0.06  -0.0512
C: -1.85 0.00 0.02  -0.0633
H: -1.44 0.03 1.04  0.0129
H: 2.36 1.43 -0.03  0.0564
H: -2.68 0.72 -0.08  0.0195
H: 1.65 -1.27 -0.17  0.0520
H: -2.19 -1.01 -0.22  0.0132
H: -1.01 0.28 -0.64  0.0121

Values from the calculation:
- Highest occupied orbital energy: -7.5 eV
- Frontier orbital gap: 8.46 eV
- E: -151.06929 a.u.
- E_LUMO: 1.0 eV
- Spin multiplicity: 1
- Structure (SMILES): [H]/N=N\[H].C

***

Density functional theory data (the ωB97M-V functional and the def2-TZVPD basis) for a cluster of 2 separate species, CH6N2 in total.

Each line ends with the Löwdin charge.
CARTESIAN COORDINATES (ANGSTROEM)
N: 2.36 0.15 1.54  -0.0033
N: -1.48 0.42 -0.37  0.0056
C: -1.97 -0.54 -1.05  -0.1376
H: -1.57 1.29 -0.89  0.0290
H: 2.77 1.02 1.17  0.0040
H: 2.85 -0.58 1.03  -0.0010
H: -2.45 -0.38 -2.02  0.0613
H: 1.40 0.16 1.19  -0.0111
H: -1.91 -1.53 -0.60  0.0532

Values from the calculation:
- Highest occupied orbital energy: -10.0 eV
- Frontier orbital gap: 11.08 eV
- E: -151.17415 a.u.
- E_LUMO: 1.1 eV
- Spin multiplicity: 1
- Structure (SMILES): C=N.N

***

Density functional theory data (the ωB97M-V functional and the def2-TZVPD basis) for a cluster of 2 separate species, CH6N2O in total.

Each line ends with the Löwdin charge.
CARTESIAN COORDINATES (ANGSTROEM)
O: 2.40 0.64 -0.32  -0.0373
N: -2.32 0.17 0.51  0.0312
N: -0.31 -0.87 0.18  0.0792
C: -1.45 -0.30 -0.31  -0.3659
H: 0.38 -1.12 -0.47  0.0547
H: 3.18 1.06 -0.02  0.0124
H: -0.03 -0.71 1.09  0.0714
H: -2.19 -0.25 1.40  0.0030
H: -1.63 -0.03 -1.37  0.1146
H: 1.97 1.41 -0.69  0.0368

Values from the calculation:
- Highest occupied orbital energy: -8.9 eV
- Frontier orbital gap: 9.60 eV
- E: -226.42521 a.u.
- E_LUMO: 0.6 eV
- Spin multiplicity: 1
- Structure (SMILES): [H]/N=C\N.O

***

Density functional theory data (the ωB97M-V functional and the def2-TZVPD basis) for a cluster of 2 separate species, CH6N2O in total.

Each line ends with the Löwdin charge.
CARTESIAN COORDINATES (ANGSTROEM)
O: 2.50 1.00 -0.57  -0.0599
N: 0.00 -0.64 0.65  0.0655
N: -2.11 -0.30 -0.54  0.0566
C: -1.31 -0.26 0.44  -0.4226
H: 0.34 -1.41 0.07  0.1017
H: 3.29 1.19 -0.05  0.0348
H: -1.70 0.11 1.40  0.1040
H: 1.84 1.65 -0.40  0.0132
H: -1.71 -0.83 -1.31  0.0291
H: 0.33 -0.68 1.59  0.0776

Values from the calculation:
- Highest occupied orbital energy: -9.5 eV
- Frontier orbital gap: 10.28 eV
- E: -226.43289 a.u.
- E_LUMO: 0.8 eV
- Spin multiplicity: 1
- Structure (SMILES): [H]/N=C\N.O

***

| no. | strongest force on any atom (eV/Å) |
| --- | --- |
| 1 | 5.750 |
| 2 | 1.129 |
| 3 | 2.768 |
| 4 | 1.963 |